1.
The following is a quantum chemistry calculation of C3H8IPS in the gas phase, from the Open Molecules 2025 dataset.

Structure (ORCA input):
```
! wB97M-V def2-TZVPD RIJCOSX def2/J DEFGRID3
* xyz 0 1
C 0.792 1.011 -1.289
C 0.795 -0.230 -0.406
C -0.549 -0.600 0.211
P -0.427 -1.752 1.679
S -2.395 -2.548 1.571
I -2.904 -2.720 3.890
H -0.280 1.497 -1.301
H 1.474 1.736 -0.908
H 0.846 0.858 -2.446
H 1.204 -1.010 -0.914
H 1.526 0.027 0.284
H -0.974 0.391 0.573
H -1.166 -0.971 -0.647
H 0.073 -2.974 1.208
*
```

* energy relative to the best compared isomer or geometry (same formula, charge and spin): 39.2 kcal/mol
* E: -31464.80286 eV
* frontier orbital gap: 8.2 eV
* SMILES: CCCPSI
* largest force on an atom: 0.089 Eh/bohr

---

2.
The following is a quantum chemistry calculation of 2 unconnected molecules or ions with the total composition C2H8S3, from the Open Molecules 2025 dataset.

Structure (ORCA input):
```
! wB97M-V def2-TZVPD RIJCOSX def2/J DEFGRID3
* xyz 0 1
C 0.680 2.932 -1.284
S 0.538 1.144 -1.618
S 1.788 0.377 -0.192
H 1.734 3.171 -1.327
H 0.147 3.438 -2.088
H 0.253 3.192 -0.319
H 2.735 -0.018 -1.052
C -1.204 -2.405 0.809
S -1.769 -3.067 2.415
H -1.156 -1.327 0.882
H -1.992 -2.616 0.094
H -0.250 -2.831 0.522
H -1.504 -1.991 3.159
*
```

* energy relative to the best compared isomer or geometry (same formula, charge and spin): 5.4 kcal/mol
* E: -34709.16122 eV
* frontier orbital gap: 9.5 eV
* SMILES: CSS.CS
* largest force on an atom: 0.012 Eh/bohr

---

3.
The following is a quantum chemistry calculation of 2 unconnected molecules or ions with the total composition C3H9NS, from the Open Molecules 2025 dataset.

Structure (ORCA input):
```
! wB97M-V def2-TZVPD RIJCOSX def2/J DEFGRID3
* xyz 0 1
C -1.213 -0.447 -1.435
C 2.346 -0.265 1.158
C -1.949 0.589 -0.632
N 0.963 -0.055 1.290
S -0.845 1.868 0.045
H -1.717 -1.319 -1.483
H -1.218 0.008 -2.512
H -0.223 -0.798 -1.049
H 3.036 0.565 1.263
H 2.657 -0.691 0.087
H 2.574 -1.081 1.912
H -2.349 0.245 0.261
H -2.632 1.219 -1.079
H 0.570 0.164 2.175
*
```

* energy relative to the best compared isomer or geometry (same formula, charge and spin): 123.3 kcal/mol
* E: -15576.98178 eV
* frontier orbital gap (alpha / beta): 6.1 / 6.1 eV
* largest force on an atom: 0.079 Eh/bohr

---

4.
The following is a quantum chemistry calculation of 2 unconnected molecules or ions with the total composition C8H8, from the Open Molecules 2025 dataset.

Structure (ORCA input):
```
! wB97M-V def2-TZVPD RIJCOSX def2/J DEFGRID3
* xyz 0 1
C 0.522 0.209 0.893
C 1.138 1.344 0.337
C 2.219 1.172 -0.452
C 2.498 -0.198 -0.907
C 2.058 -1.280 -0.167
C 1.078 -1.127 0.805
H -0.307 0.210 1.751
H 0.864 2.406 0.866
H 2.644 2.181 -0.686
H 3.327 -0.415 -1.476
H 2.545 -2.203 -0.568
H 0.666 -1.866 1.507
C -5.198 0.259 -0.054
C -4.350 -0.398 -0.601
H -6.045 0.763 0.325
H -3.492 -0.970 -0.844
*
```

* energy relative to the best compared isomer or geometry (same formula, charge and spin): 78.9 kcal/mol
* E: -8421.59788 eV
* frontier orbital gap: 10.0 eV
* SMILES: c1ccccc1.C#C
* largest force on an atom: 0.084 Eh/bohr

---

5.
The following is a quantum chemistry calculation of a molecular structure, C19H24BN6O2S3SbSe4Zr, from the Open Molecules 2025 dataset.

Structure (ORCA input):
```
! wB97M-V def2-TZVPD RIJCOSX def2/J DEFGRID3
* xyz -2 1
Zr -0.540 0.672 0.315
B -3.697 -0.979 -1.167
N -3.752 0.559 -0.995
C -4.755 1.360 -1.369
C -4.461 2.655 -0.981
C -3.222 2.544 -0.355
N -2.799 1.278 -0.371
N -2.393 -1.331 -1.931
C -2.261 -2.145 -2.983
C -0.919 -2.227 -3.313
C -0.291 -1.404 -2.377
N -1.189 -0.863 -1.555
H -4.636 -1.311 -1.856
H -3.711 -1.520 -0.090
H -5.609 0.945 -1.875
H -5.053 3.542 -1.121
H -2.620 3.307 0.110
H -3.131 -2.606 -3.418
H -0.465 -2.788 -4.111
H 0.753 -1.168 -2.260
O 0.766 -0.923 0.348
C 2.037 -1.226 0.247
C 2.416 -2.504 -0.193
C 3.748 -2.847 -0.315
C 4.745 -1.927 -0.001
C 4.381 -0.664 0.429
C 3.044 -0.297 0.559
C 2.668 1.047 0.962
N 1.496 1.641 0.785
C 1.634 2.928 1.280
C 2.876 3.086 1.783
N 3.536 1.903 1.541
H 1.628 -3.205 -0.438
H 4.016 -3.839 -0.661
H 5.791 -2.190 -0.100
H 5.156 0.066 0.637
H 0.813 3.618 1.289
H 3.305 3.891 2.349
H 4.347 1.595 2.046
C -3.161 -1.046 2.727
S -1.540 -1.228 1.986
C -1.638 -2.889 1.306
H -3.269 -1.812 3.494
H -3.949 -1.113 1.979
H -3.155 -0.073 3.214
H -2.473 -2.987 0.612
H -1.730 -3.603 2.125
H -0.698 -3.053 0.783
C 3.085 0.671 -2.666
O 1.802 1.004 -2.132
C 1.239 2.190 -2.431
S 1.970 3.314 -3.409
S -0.312 2.397 -1.726
H 3.279 -0.347 -2.333
H 3.845 1.350 -2.280
H 3.072 0.741 -3.752
Se 0.966 3.736 5.074
Sb 0.149 1.520 4.499
Se -1.337 2.006 2.290
Se -1.671 0.660 5.855
Se 1.874 -0.107 3.940
*
```

* energy relative to the best compared isomer or geometry (same formula, charge and spin): 0.0 kcal/mol
* E: -335523.63880 eV
* frontier orbital gap: 5.6 eV
* largest force on an atom: 0.018 Eh/bohr

---

6.
The following is a quantum chemistry calculation of 2 unconnected molecules or ions with the total composition C2H5NO3, from the Open Molecules 2025 dataset.

Structure (ORCA input):
```
! wB97M-V def2-TZVPD RIJCOSX def2/J DEFGRID3
* xyz 0 1
O 1.721 -0.010 -0.265
C 1.332 -1.113 -0.522
N 0.364 -1.816 0.176
C 0.250 -1.685 1.558
O -0.492 -2.334 2.237
H 1.699 -1.647 -1.419
H 0.111 -2.707 -0.232
H 0.927 -0.921 1.955
O -2.346 5.291 -2.400
H -2.985 4.757 -1.918
H -2.826 6.100 -2.605
*
```

* energy relative to the best compared isomer or geometry (same formula, charge and spin): 14.4 kcal/mol
* E: -9787.56570 eV
* frontier orbital gap: 11.2 eV
* SMILES: O=CNC=O.O
* largest force on an atom: 0.018 Eh/bohr

---

- The lowest E belongs to which entry?
  C19H24BN6O2S3SbSe4Zr